Record 1
Entry from the Open Molecules 2025 dataset: a molecular structure, C33H37B2LuN7O2P in a non-equilibrium geometry (wB97M-V/def2-TZVPD).

Results
**Gap between HOMO and LUMO**: 8.63 eV
**HOMO level**: -7.988 eV
**Lowest unoccupied orbital energy**: 0.64 eV

```
! wB97M-V def2-TZVPD RIJCOSX def2/J DEFGRID3
* xyz 0 1
Lu -0.55 -0.43 -0.89
C -1.95 -1.80 -5.16
C -1.12 -1.07 -4.30
N -1.27 -1.49 -3.05
N -2.19 -2.46 -3.07
C -2.61 -2.67 -4.32
B -2.68 -3.18 -1.80
N -1.48 -3.69 -0.99
C -1.26 -4.92 -0.50
C -0.02 -4.93 0.10
C 0.46 -3.64 -0.07
N -0.42 -2.90 -0.73
N -3.47 -2.20 -0.89
C -4.73 -2.38 -0.48
C -5.02 -1.41 0.46
C -3.86 -0.66 0.56
N -2.92 -1.14 -0.26
H -2.06 -1.68 -6.22
H -0.44 -0.28 -4.53
H -3.35 -3.42 -4.54
H -3.39 -4.09 -2.09
H -1.99 -5.69 -0.60
H 0.47 -5.75 0.59
H 1.41 -3.22 0.22
H -5.34 -3.16 -0.87
H -5.94 -1.27 0.99
H -3.67 0.20 1.19
N 1.35 -0.63 0.18
P 1.25 -0.47 1.70
C 0.44 1.06 2.39
C -0.18 1.19 3.63
C -0.66 2.42 4.04
C -0.54 3.53 3.21
C 0.06 3.41 1.97
C 0.56 2.18 1.57
C 2.88 -0.40 2.53
C 3.95 -0.65 1.68
C 5.25 -0.57 2.16
C 5.47 -0.22 3.48
C 4.40 0.03 4.33
C 3.10 -0.05 3.86
C 0.32 -1.78 2.63
C 0.92 -2.80 3.36
C 0.14 -3.81 3.91
C -1.23 -3.82 3.72
C -1.83 -2.82 2.97
C -1.06 -1.81 2.43
H -0.29 0.33 4.27
H -1.12 2.52 5.01
H -0.92 4.49 3.54
H 0.15 4.27 1.33
H 1.08 2.07 0.62
H 3.74 -0.88 0.65
H 6.09 -0.76 1.51
H 6.48 -0.13 3.86
H 4.58 0.31 5.36
H 2.27 0.15 4.51
H 1.99 -2.78 3.50
H 0.61 -4.57 4.52
H -1.83 -4.60 4.16
H -2.91 -2.82 2.84
H -1.52 -0.99 1.88
C 2.45 2.82 -3.31
C 1.31 3.33 -2.43
C 1.82 4.50 -1.60
O 0.93 2.25 -1.58
B -0.33 1.73 -1.90
O -0.83 2.49 -2.95
C -0.01 3.63 -3.22
C 0.16 3.79 -4.72
C -0.78 4.85 -2.68
H 3.27 2.52 -2.66
H 2.81 3.59 -3.99
H 2.15 1.94 -3.88
H 2.73 4.22 -1.09
H 1.09 4.80 -0.85
H 2.03 5.35 -2.25
H 0.57 2.89 -5.17
H 0.82 4.63 -4.94
H -0.82 3.97 -5.17
H -1.00 4.72 -1.62
H -1.72 4.93 -3.21
H -0.22 5.78 -2.81
*
```

These are the Löwdin partial charges, in e, on atoms 1 to 5: 1.5968 -0.0520 -0.1356 -0.0492 -0.0393

Record 2
Entry from the Open Molecules 2025 dataset: a molecular structure, C3H3O2V in a non-equilibrium geometry (wB97M-V/def2-TZVPD).

Results
**Gap between HOMO and LUMO (spin up / spin down)**: 4.00 / 6.89 eV
**HOMO level (spin up / spin down)**: -16.554 / -18.230 eV
**Lowest unoccupied orbital energy (spin up / spin down)**: -12.56 / -11.34 eV

```
! wB97M-V def2-TZVPD RIJCOSX def2/J DEFGRID3
* xyz 2 5
C 0.53 -1.00 0.03
C -0.07 -1.74 -0.88
H -0.08 -2.84 -0.80
H 1.20 -1.19 0.87
H -0.65 -1.30 -1.70
O -0.41 2.14 0.96
C 0.24 1.75 0.06
O 0.89 1.84 -0.89
V -1.64 2.34 2.34
*
```

These are the Löwdin partial charges, in e, on atoms 1 to 5: 0.1149 0.0119 0.1119 0.0768 0.0905

Record 3
Entry from the Open Molecules 2025 dataset: a gas-phase ion, H2O5P2 (charge -2) in a non-equilibrium geometry (wB97M-V/def2-TZVPD).

Results
**Gap between HOMO and LUMO**: 6.01 eV
**HOMO level**: 1.188 eV
**Lowest unoccupied orbital energy**: 7.20 eV

```
! wB97M-V def2-TZVPD RIJCOSX def2/J DEFGRID3
* xyz -2 1
O -1.08 -1.00 -1.38
P 0.38 -1.18 -1.15
O 0.52 -1.89 0.46
P 1.00 0.92 -0.39
O 1.30 1.01 1.17
O 2.08 1.48 -1.21
O -0.39 1.74 -0.60
H 1.00 -1.13 0.80
H -1.18 1.13 -0.55
*
```

These are the Löwdin partial charges, in e, on atoms 1 to 5: -0.6675 0.4119 -0.4678 0.1123 -0.5446

Record order is preserved below.
Energy above the lowest of the compared OMol25 structures with the same formula, charge and spin: 0.0000 0.5666 2.2698 eV
Record order is preserved below.
E_tot: -3440.29988 -1209.67201 -1060.22947 hartree
Record order is preserved below.
Molar mass: 791.3 122.0 144.0 g/mol